Record 1
13
Properties=species:S:1:pos:R:3:forces:R:3 method="wB97M-V/def2-TZVPD" smiles="C=C=CCC" largest_force_ev_per_a=0.49 mol_weight_g_mol=68.1 total_charge=0 gap_ha=0.3866 lumo_energy_ev=1.1565 relative_energy_ev=1.899
C -0.83985 0.83479 0.53620 -0.1 0.1 0.0
C 1.57831 -0.68649 0.89124 0.2 -0.1 -0.2
C 0.97268 -1.01044 -0.22282 -0.1 0.4 0.1
C 0.10564 -0.79982 -1.17813 0.2 0.0 0.1
C -0.83354 0.38819 -0.93288 -0.1 0.0 0.0
H -0.15069 1.66511 0.72993 -0.2 -0.2 -0.1
H -1.82571 1.09504 0.91657 -0.1 0.2 -0.3
H 2.24775 0.16897 0.86844 0.4 -0.3 0.1
H 1.29922 -1.08019 1.86632 0.2 -0.2 -0.2
H -0.49640 -0.00398 1.13455 -0.3 0.3 0.2
H 0.04921 -1.34219 -2.11865 0.1 0.1 0.2
H -0.49124 1.20275 -1.58628 -0.2 -0.1 0.1
H -1.84944 0.13957 -1.25275 0.1 -0.1 0.0

***

Record 2
16
Properties=species:S:1:pos:R:3:forces:R:3 method="wB97M-V/def2-TZVPD" smiles=CNCCC[O-] largest_force_ev_per_a=3.42 mol_weight_g_mol=88.1 total_charge=-1 gap_ha=0.2477 lumo_energy_ev=4.4663 relative_energy_ev=1.960
C 1.48176 -1.36411 -0.59596 -1.0 0.0 -2.0
N 0.89846 -0.93146 0.65655 -0.6 1.7 -0.1
C 0.67527 0.55908 0.71291 -1.6 2.6 1.6
C -0.90435 1.15831 0.67825 1.5 -2.3 -1.2
C -1.45439 0.44652 -0.59512 -1.7 -1.0 1.7
O -1.65341 -0.88975 -0.24308 0.7 0.3 -0.9
H 2.08037 -0.53882 -1.03622 0.4 -0.8 0.5
H 0.70916 -1.51886 -1.40152 0.1 0.2 0.7
H 1.96765 -2.36699 -0.58953 0.3 0.9 0.5
H -0.10618 -1.22654 0.66876 0.3 -0.3 -0.5
H 1.12787 1.34492 0.09091 0.8 -1.3 -1.0
H 1.02560 0.89997 1.67775 0.3 -0.1 0.7
H -1.34110 0.66812 1.53804 -0.7 0.0 0.1
H -1.22183 2.22801 0.69554 1.4 -0.2 0.0
H -2.48744 0.83319 -0.76290 0.3 0.6 -0.6
H -0.79744 0.69840 -1.49438 -0.4 -0.3 0.6

***

Copy entry 1 word for word.
13
Properties=species:S:1:pos:R:3:forces:R:3 method="wB97M-V/def2-TZVPD" smiles="C=C=CCC" largest_force_ev_per_a=0.49 mol_weight_g_mol=68.1 total_charge=0 gap_ha=0.3866 lumo_energy_ev=1.1565 relative_energy_ev=1.899
C -0.83985 0.83479 0.53620 -0.1 0.1 0.0
C 1.57831 -0.68649 0.89124 0.2 -0.1 -0.2
C 0.97268 -1.01044 -0.22282 -0.1 0.4 0.1
C 0.10564 -0.79982 -1.17813 0.2 0.0 0.1
C -0.83354 0.38819 -0.93288 -0.1 0.0 0.0
H -0.15069 1.66511 0.72993 -0.2 -0.2 -0.1
H -1.82571 1.09504 0.91657 -0.1 0.2 -0.3
H 2.24775 0.16897 0.86844 0.4 -0.3 0.1
H 1.29922 -1.08019 1.86632 0.2 -0.2 -0.2
H -0.49640 -0.00398 1.13455 -0.3 0.3 0.2
H 0.04921 -1.34219 -2.11865 0.1 0.1 0.2
H -0.49124 1.20275 -1.58628 -0.2 -0.1 0.1
H -1.84944 0.13957 -1.25275 0.1 -0.1 0.0